[1]
Molecular formula: C4H15NO2
Method: DFT, wB97M-V/def2-TZVPD

Cartesian coordinates (Å):
C  -0.75443  1.42721  2.00366
C  -0.80879  0.22586  1.03682
N  0.46711  -0.05089  0.33675
C  0.21193  -0.69325  -0.95588
C  1.26185  -0.93711  1.20482
H  -0.56277  2.30991  1.40228
H  0.13334  1.29558  2.63147
H  -1.60052  1.33690  2.67491
H  -1.05299  -0.65392  1.64396
H  -1.55631  0.35540  0.25738
H  -0.61798  -1.40477  -0.97578
H  0.09341  0.10965  -1.68173
H  1.13202  -1.23038  -1.19716
H  0.82271  -1.94901  1.16062
H  1.28448  -0.63448  2.24614
H  2.24711  -1.02850  0.74215
O  -3.14084  -1.45060  -2.88492
H  -3.52470  -2.26709  -3.19380
H  -2.54975  -1.21990  -3.61512
O  2.84924  1.75795  -0.13674
H  2.67604  1.71436  0.82148
H  2.24727  1.09428  -0.49172

E_HOMO ... -8.8 eV
E ... -366.5961 Eh
Kohn-Sham gap ... 9.54 eV
Spin multiplicity ... 1
SMILES string ... CCN(C)C.O.O

Atomic charges from the natural (NBO) analysis, expressed in e, are listed below:
1. C -0.618
2. C -0.212
3. N -0.463
4. C -0.428
5. C -0.429
6. H 0.220
7. H 0.195
8. H 0.216
9. H 0.161
10. H 0.197
11. H 0.191
12. H 0.203
13. H 0.194
14. H 0.168
15. H 0.204
16. H 0.202
17. O -0.932
18. H 0.466
19. H 0.467
20. O -0.946
21. H 0.465
22. H 0.478



[2]
Molecular formula: C6H12O
Method: DFT, wB97M-V/def2-TZVPD

Cartesian coordinates (Å):
C  -2.73411  0.40508  0.37515
C  -1.24307  0.45390  0.69514
C  -0.43518  -0.56412  -0.10924
C  1.02873  -0.57851  0.26383
C  1.95262  0.87430  -0.48506
O  2.19657  0.54986  -1.71749
C  1.95667  -1.19822  -0.57559
H  -2.91608  0.58986  -0.68975
H  -3.15486  -0.57762  0.61745
H  -3.28928  1.15741  0.94471
H  -1.08998  0.26614  1.76684
H  -0.85938  1.46401  0.50171
H  -0.51634  -0.33852  -1.18159
H  -0.87315  -1.56329  0.03706
H  1.27392  -0.49285  1.32085
H  2.76953  0.85756  0.26345
H  1.29154  1.74663  -0.27121
H  1.67145  -1.65285  -1.51732
H  2.97041  -1.39876  -0.23894

E_HOMO ... -8.1 eV
E ... -310.9014 Eh
Kohn-Sham gap ... 8.03 eV
Spin multiplicity ... 1

Atomic charges from the natural (NBO) analysis, expressed in e, are listed below:
1. C -0.602
2. C -0.389
3. C -0.420
4. C -0.379
5. C 0.170
6. O -0.760
7. C 0.032
8. H 0.205
9. H 0.201
10. H 0.211
11. H 0.193
12. H 0.199
13. H 0.218
14. H 0.204
15. H 0.231
16. H 0.114
17. H 0.136
18. H 0.223
19. H 0.214



[3]
Molecular formula: C2H6IN2O
Method: DFT, wB97M-V/def2-TZVPD

Cartesian coordinates (Å):
N  0.66900  0.85113  -0.96440
C  0.16953  0.20655  0.04057
C  -1.23497  0.91721  0.87892
I  -2.98848  -0.07319  -0.06405
N  0.70707  -0.91820  0.41207
O  1.72563  -1.60337  -0.28281
H  0.06096  1.52249  -1.38608
H  1.37065  0.63246  -1.64691
H  -1.11819  0.52591  1.84060
H  -1.04120  1.87778  0.57224
H  0.28132  -1.45562  1.27515
H  1.39868  -2.48314  -0.67531

Total charge ... +1
E_HOMO ... -13.9 eV
E ... -561.9018 Eh
Kohn-Sham gap ... 9.67 eV
Spin multiplicity ... 1
SMILES string ... N/C(CI)=[NH+]\O

Atomic charges from the natural (NBO) analysis, expressed in e, are listed below:
1. N -0.738
2. C 0.515
3. C -0.457
4. I 0.203
5. N -0.265
6. O -0.518
7. H 0.416
8. H 0.447
9. H 0.234
10. H 0.225
11. H 0.427
12. H 0.511



[4]
Molecular formula: C33H29BClO11
Method: DFT, wB97M-V/def2-TZVPD

Cartesian coordinates (Å):
C  3.32917  1.64824  2.04916
C  2.62242  2.98633  2.32214
C  1.11791  2.76424  2.44191
O  0.65548  2.20496  1.25226
B  -0.46834  1.25087  1.42440
Cl  0.04898  -0.33851  2.35038
H  4.32348  1.61864  2.48981
H  3.46443  1.49759  0.98713
H  2.73087  0.83572  2.44190
H  3.02262  3.50112  3.19103
H  2.73878  3.59364  1.42785
H  0.63375  3.72520  2.64588
H  0.92431  2.12545  3.31152
H  -0.81328  0.92163  0.32248
H  -1.42297  1.79773  1.96951
C  0.78106  1.82918  -2.26257
C  1.03859  2.59969  -3.31944
C  0.51168  2.26823  -4.66378
O  0.75164  2.96900  -5.63063
C  -0.32244  1.04844  -4.79352
C  -0.58725  0.28015  -3.73950
C  -0.05025  0.60757  -2.39644
O  -0.27535  -0.08558  -1.43239
H  1.14838  2.04880  -1.26346
H  1.63975  3.49744  -3.24839
H  -0.69754  0.82312  -5.78438
H  -1.19205  -0.61202  -3.81001
C  1.01471  -3.64125  -5.58971
C  1.88625  -4.51821  -5.09967
C  1.72586  -5.07675  -3.73364
O  2.51859  -5.88084  -3.28900
C  0.56132  -4.61971  -2.93581
C  -0.31006  -3.74287  -3.42758
C  -0.15152  -3.18894  -4.79489
O  -0.94682  -2.38966  -5.24505
H  1.11179  -3.22193  -6.58328
H  2.73971  -4.86392  -5.66469
H  0.46604  -5.03547  -1.94103
H  -1.16306  -3.39210  -2.86034
C  -2.19605  7.50575  4.72979
C  -0.90487  7.23591  4.56970
C  -0.41274  5.83512  4.54798
O  0.76606  5.58655  4.41420
C  -1.41019  4.74878  4.69459
C  -2.70359  5.02090  4.85459
C  -3.19471  6.41781  4.88604
O  -4.37361  6.67464  5.03039
H  -2.58005  8.51804  4.75367
H  -0.15758  8.01115  4.45506
H  -1.02982  3.73873  4.65950
H  -3.44832  4.24664  4.96482
C  0.51827  1.07347  7.86957
C  -0.27859  1.78329  7.07481
C  -1.54988  2.35988  7.58011
O  -2.27925  3.00605  6.85779
C  -1.89870  2.11615  9.00203
C  -1.10104  1.40681  9.79488
C  0.17123  0.83076  9.29056
O  0.89656  0.18638  10.01910
H  1.44780  0.64257  7.52083
H  -0.04133  1.96749  6.03399
H  -2.83028  2.54574  9.34834
H  -1.33579  1.21608  10.83443
C  -0.72218  -8.58733  -6.97313
C  0.40290  -7.89877  -6.79998
C  0.78139  -6.80184  -7.72394
O  1.80693  -6.17556  -7.56361
C  -0.14113  -6.49727  -8.84474
C  -1.26586  -7.18603  -9.01807
C  -1.64487  -8.28555  -8.09572
O  -2.66995  -8.91283  -8.25351
H  -1.01803  -9.39168  -6.31196
H  1.08959  -8.10071  -5.98707
H  0.15389  -5.69082  -9.50397
H  -1.95283  -6.98156  -9.82916

Total charge ... -1
E_HOMO ... -4.7 eV
E ... -2587.5093 Eh
Kohn-Sham gap ... 4.12 eV
Spin multiplicity ... 1

Atomic charges from the Löwdin analysis, expressed in e, are listed below:
1. C -0.107
2. C -0.226
3. C -0.337
4. O -0.206
5. B -0.932
6. Cl 0.343
7. H 0.054
8. H 0.060
9. H 0.041
10. H 0.094
11. H 0.097
12. H 0.091
13. H 0.083
14. H -0.004
15. H 0.020
16. C 0.049
17. C 0.011
18. C -0.399
19. O 0.069
20. C 0.012
21. C 0.017
22. C -0.372
23. O 0.098
24. H 0.120
25. H 0.115
26. H 0.116
27. H 0.095
28. C 0.019
29. C 0.006
30. C -0.383
31. O 0.100
32. C 0.028
33. C 0.031
34. C -0.379
35. O 0.083
36. H 0.123
37. H 0.112
38. H 0.125
39. H 0.128
40. C 0.011
41. C 0.017
42. C -0.378
43. O 0.101
44. C 0.020
45. C 0.016
46. C -0.384
47. O 0.089
48. H 0.115
49. H 0.117
50. H 0.106
51. H 0.118
52. C 0.028
53. C 0.042
54. C -0.358
55. O 0.101
56. C 0.020
57. C 0.014
58. C -0.389
59. O 0.096
60. H 0.126
61. H 0.120
62. H 0.119
63. H 0.118
64. C 0.022
65. C 0.027
66. C -0.379
67. O 0.093
68. C 0.024
69. C 0.021
70. C -0.387
71. O 0.106
72. H 0.122
73. H 0.125
74. H 0.122
75. H 0.122



[5]
Molecular formula: C7H19N8O13Pb
Method: DFT, wB97M-V/def2-TZVPD

Cartesian coordinates (Å):
Pb  -8.08416  8.35446  -23.30174
O  -9.71527  4.02721  -23.86370
C  -9.56171  5.32255  -23.62762
O  -8.44856  5.68057  -23.24018
O  -10.45223  6.01384  -24.01003
H  -8.80539  3.94203  -23.56965
O  -11.35363  11.75402  -23.98555
C  -10.93779  10.51224  -23.90263
O  -9.98721  10.08889  -23.13650
O  -11.47253  9.72063  -24.70579
H  -11.99663  11.50793  -24.65458
O  -7.75254  7.71005  -27.44116
C  -8.88491  7.54962  -26.81959
O  -9.74945  6.89182  -27.43959
O  -9.05183  7.97196  -25.69903
H  -8.04944  7.44274  -28.31408
C  -7.46779  10.85516  -21.09555
O  -7.38384  9.67052  -21.39094
N  -8.26620  11.79666  -21.56851
N  -6.68099  11.41506  -20.09325
H  -8.38595  12.77625  -21.35366
H  -8.98375  11.33453  -22.10855
H  -6.08953  10.77546  -19.58219
H  -6.88971  12.37697  -19.86682
C  -9.80616  7.62825  -20.23939
O  -8.79936  7.64796  -20.99194
N  -9.78500  7.32491  -18.95338
N  -10.94162  8.12255  -20.61597
H  -10.57595  7.24844  -18.32996
H  -8.95691  6.82608  -18.66093
H  -11.74979  8.01519  -20.01980
H  -10.96077  8.58954  -21.51133
C  -7.43290  11.09247  -25.61296
O  -7.46974  10.42578  -24.49439
N  -8.49324  11.57335  -26.20804
N  -6.43815  11.39623  -26.29640
H  -9.41733  11.29140  -25.91367
H  -8.38232  12.26858  -26.93223
H  -5.68033  10.98132  -25.77328
H  -6.56313  11.56887  -27.28365
C  -5.08320  7.61224  -24.72155
O  -6.01977  7.35415  -23.98085
N  -5.19068  7.75449  -26.03136
N  -3.96961  8.00299  -24.26518
H  -6.09037  7.86489  -26.47686
H  -4.45989  7.86552  -26.71964
H  -3.19345  8.22479  -24.87221
H  -3.92340  8.05619  -23.25764

Total charge ... -1
E_HOMO ... -3.7 eV
E ... -1887.3648 Eh
Kohn-Sham gap ... 6.02 eV
Spin multiplicity ... 1

Atomic charges from the natural (NBO) analysis, expressed in e, are listed below:
1. Pb 1.610
2. O -0.728
3. C 0.911
4. O -0.862
5. O -0.710
6. H 0.472
7. O -0.727
8. C 0.924
9. O -0.872
10. O -0.731
11. H 0.500
12. O -0.768
13. C 0.934
14. O -0.803
15. O -0.763
16. H 0.497
17. C 0.806
18. O -0.688
19. N -0.860
20. N -0.871
21. H 0.393
22. H 0.456
23. H 0.400
24. H 0.378
25. C 0.773
26. O -0.695
27. N -0.834
28. N -0.804
29. H 0.382
30. H 0.397
31. H 0.373
32. H 0.451
33. C 0.784
34. O -0.754
35. N -0.807
36. N -0.814
37. H 0.435
38. H 0.370
39. H 0.415
40. H 0.405
41. C 0.772
42. O -0.698
43. N -0.858
44. N -0.804
45. H 0.451
46. H 0.372
47. H 0.382
48. H 0.411



[6]
Molecular formula: C4H7NO
Method: DFT, wB97M-V/def2-TZVPD

Cartesian coordinates (Å):
C  1.74561  0.14385  0.18510
C  0.27056  0.24424  -0.05365
O  -0.48891  1.04951  0.83197
C  -0.83079  -0.68729  -0.31333
C  -1.63408  0.17688  0.64281
N  -0.38777  0.27104  -1.35914
H  2.10965  1.10683  0.55660
H  2.29291  -0.09541  -0.73148
H  1.97171  -0.61588  0.93948
H  -0.84554  -1.76180  -0.45429
H  -1.91398  -0.29890  1.58784
H  -2.48206  0.70233  0.19476
H  0.19270  -0.23540  -2.02667

E_HOMO ... -9.1 eV
E ... -286.5229 Eh
Kohn-Sham gap ... 10.09 eV
Spin multiplicity ... 1

Atomic charges from the natural (NBO) analysis, expressed in e, are listed below:
1. C -0.642
2. C 0.371
3. O -0.510
4. C -0.165
5. C -0.071
6. N -0.600
7. H 0.239
8. H 0.218
9. H 0.225
10. H 0.211
11. H 0.183
12. H 0.189
13. H 0.351



- Number 6 is which compound?
  C4H7NO



- Look up the E of the first one.
  -366.5961 Eh